This record from the Open Molecules 2025 dataset describes C42H26BrCrF14N4PS as an isolated structure. The level of theory is ωB97M-V with the def2-TZVPD basis set.

```
90
Properties=species:S:1:pos:R:3:forces:R:3
C -2.08607 -3.54069 -1.14763 0.02 -0.01 0.01
C 4.56450 1.29986 -3.99171 0.00 0.01 -0.01
C -3.50612 4.19882 2.58760 -0.01 -0.02 0.01
C 1.57441 -1.90255 -3.99545 -0.01 0.01 -0.04
F 2.74959 -5.22390 -3.06213 0.00 -0.02 0.02
H 1.97251 -0.80900 0.85002 0.00 0.03 0.00
H -3.85799 -0.88692 -4.08038 0.00 0.00 -0.01
H 1.85840 0.15994 -0.62969 0.01 0.00 0.07
H -1.73805 -1.18747 -2.87218 -0.02 0.03 -0.11
Br 1.79048 -3.01266 -1.33727 0.05 -0.05 0.02
C -2.98517 1.22333 -1.00051 0.04 0.05 0.02
C -0.57515 -0.01043 -4.24454 0.03 0.03 -0.03
C 0.48457 2.56640 -0.76831 -0.01 0.06 0.03
H 2.28743 2.75628 0.44768 0.00 0.00 -0.02
C 4.27926 2.63756 -4.22605 0.00 -0.01 0.01
F -5.16996 0.39907 -1.25777 0.00 0.00 0.01
C 3.53780 0.39919 -3.75133 0.00 0.02 -0.01
H 0.13237 1.49366 4.31095 -0.01 0.02 0.00
C -4.18924 1.19866 -1.65831 -0.01 0.02 0.00
F -1.21152 4.19367 2.16348 0.01 0.03 0.01
H -2.96752 -5.48927 -0.91758 0.01 0.00 0.00
C -1.54423 -2.44012 -0.52358 0.00 -0.04 -0.05
F -3.39821 3.57541 -4.23632 0.00 0.00 -0.02
H 3.78096 -0.64257 -3.57657 0.01 0.01 0.00
C -4.64479 2.13842 3.01880 0.01 -0.01 0.00
C 2.20692 0.82082 -3.74413 0.04 -0.02 -0.03
H 0.76245 3.15846 1.25936 0.01 0.01 -0.01
N -0.76403 1.84703 -0.55198 0.00 -0.24 -0.14
C 2.27495 -3.15795 -5.96084 0.00 0.01 0.03
F 2.45728 -3.21367 -7.27187 0.00 0.00 -0.02
H 3.10758 0.53548 0.58630 0.01 0.00 0.01
C 1.78592 -2.00763 -5.36522 0.04 -0.03 0.05
H 2.28886 1.60373 2.82666 -0.01 0.00 0.02
C -1.83312 0.97642 -6.05167 -0.02 0.00 -0.01
C 2.07993 0.19428 0.43850 -0.02 0.00 0.02
C -2.54816 -4.63606 -0.40232 0.01 0.00 0.01
H -3.93243 0.53206 -6.10917 0.00 0.00 -0.01
S -1.72352 -3.20138 3.29448 0.06 -0.03 0.00
N 1.13375 1.10457 1.11407 0.06 0.00 0.02
H 0.32937 3.61879 -1.00969 -0.01 0.00 -0.01
F -3.53442 5.51133 2.38834 0.00 0.02 0.00
N -1.05013 1.38540 2.55821 0.01 -0.11 0.18
C -1.75619 -0.58626 -3.77456 -0.03 -0.02 0.00
F -3.43704 0.14319 3.11708 0.01 -0.04 0.02
H 2.72693 4.10961 -4.39480 0.00 0.00 0.00
H -1.85986 1.59353 -6.94015 0.00 0.00 0.00
C -2.95561 -0.41454 -4.44964 0.01 0.00 0.00
H 1.05990 2.12555 -1.58708 0.00 0.00 0.04
C 1.33994 1.11641 2.58488 0.04 0.01 -0.01
H -0.79532 -0.97119 3.68174 -0.01 0.00 0.00
C 2.58760 -4.24770 -5.17111 0.01 -0.02 0.02
C 2.96112 3.06910 -4.20965 0.00 0.01 -0.01
C -4.68153 3.51128 2.84598 0.01 0.01 -0.01
C -1.93184 -3.52846 1.60403 -0.04 0.00 0.04
C -4.33596 2.01186 -2.76962 -0.01 -0.02 0.03
C -2.99683 0.37756 -5.58774 0.01 0.01 -0.01
Cr -0.81386 0.57064 0.85750 0.03 0.25 -0.08
F -5.76510 1.46552 3.25478 -0.02 0.00 0.01
P 0.90962 -0.36036 -3.22979 -0.02 -0.05 -0.06
C -2.06923 2.79486 -2.47580 -0.02 0.02 -0.02
F -2.80152 0.40041 0.10583 -0.04 -0.08 -0.04
F 3.06089 -5.35432 -5.72032 0.00 0.00 0.00
F -1.08795 3.59023 -2.92633 0.05 -0.03 -0.01
H 1.41175 0.07458 2.90250 -0.02 -0.01 -0.02
C 2.41891 -4.16784 -3.79821 0.00 0.00 -0.03
H 0.27371 1.21610 -5.79488 0.00 0.01 0.01
H 0.29635 2.89036 3.26941 -0.01 0.00 -0.04
C -3.43452 1.47259 2.95257 0.00 0.04 0.01
F 1.55440 -0.97299 -6.16991 -0.08 0.08 -0.02
C -0.62845 0.77452 -5.39481 0.06 -0.02 0.00
H 0.91239 2.53103 -3.94654 -0.02 0.00 -0.01
H 5.58920 0.95188 -4.00414 0.00 0.00 0.00
C 0.15898 1.80699 3.26063 0.02 0.01 0.01
N -0.99051 -1.38932 1.64411 -0.03 0.10 0.11
F -5.83276 4.16268 2.91136 -0.03 0.01 0.01
C 1.93286 2.17005 -3.96331 -0.02 0.03 0.01
H -1.13518 -1.61111 -1.09400 -0.01 -0.04 0.08
H -2.14093 -3.57263 -2.22775 -0.01 0.00 -0.02
C -2.31343 3.50735 2.50083 -0.02 -0.03 -0.02
F -5.46933 2.00278 -3.46267 0.00 0.00 -0.02
H 5.07933 3.33835 -4.42399 0.00 0.00 0.00
C -2.47110 -4.64949 0.97451 -0.01 0.01 -0.02
C -3.27095 2.80106 -3.16806 0.03 0.01 0.04
C -2.22823 2.12692 2.70051 0.02 0.04 -0.04
H -2.82406 -5.49691 1.54572 0.00 0.00 -0.01
C -1.87661 1.99063 -1.35177 -0.04 0.04 0.09
C 1.23376 2.48332 0.54990 0.03 -0.01 0.00
C -1.48020 -2.43628 0.86712 0.09 0.01 -0.06
C -1.07084 -1.67730 2.91268 -0.09 -0.05 -0.03
C 1.92525 -3.01161 -3.22101 -0.08 -0.01 0.02
```
Positions in Å, forces in eV/Å.

## Properties
- Kohn-Sham gap (spin up / spin down): 7.246 / 7.812 eV
- ⟨S²⟩: 3.79
- Electronic energy: -206562.3925 eV
- Spin multiplicity: 4
- E_HOMO (spin up / spin down): -0.388 / -0.395 Ha
- Charge: +1

Here are the Mulliken charges for atoms 1 to 4, given in e: -1.188, -0.661, 0.135, -0.492